A:
Here is 3 unconnected molecules or ions with the total composition C3H10NO from the Open Molecules 2025 dataset. Energies are from ωB97M-V with the def2-TZVPD basis set.

Properties
- Total charge: +1
- Highest occupied orbital energy: -14.268 eV
- Frontier orbital gap: 4.92 eV

Positions of all 15 atoms, in Å:
1 C -1.39695 -0.19048 -0.43875
2 C -0.80243 1.20219 -0.06747
3 C -0.85491 2.28668 -0.88740
4 N -0.25425 1.41755 1.16402
5 H -1.84371 -0.69329 0.42658
6 H -2.03904 -0.07681 -1.28115
7 H -0.44150 -0.65237 -0.79874
8 H -0.23143 3.06868 -0.52327
9 H -1.47810 2.46235 -1.70563
10 H 0.36965 0.61531 1.39173
11 H 0.47569 2.19638 1.05132
12 H 0.63035 -1.36736 0.15668
13 H 2.66157 -4.18783 0.62876
14 H 2.22123 -2.78335 0.37527
15 O 2.98383 -3.29765 0.50803



B:
Here is 2 unconnected molecules or ions with the total composition C3H10NO from the Open Molecules 2025 dataset. Energies are from ωB97M-V with the def2-TZVPD basis set.

Properties
- Total charge: +1
- Highest occupied orbital energy: -15.167 eV
- Frontier orbital gap: 10.16 eV

Positions of all 15 atoms, in Å:
1 C 0.07768 1.37210 -1.93655
2 O 0.48277 1.66720 -0.57639
3 H 0.90802 0.90705 -2.45697
4 H -0.77756 0.68465 -1.89544
5 H -0.31718 2.24275 -2.45095
6 H 0.47009 2.61196 -0.50898
7 C -1.07605 -0.88717 1.64078
8 C 1.01303 -1.53717 0.62197
9 N 0.21550 -0.59428 0.92577
10 H -1.68575 -1.56749 1.04804
11 H -1.60740 0.05787 1.69579
12 H -0.75965 -1.35288 2.56466
13 H 0.63346 -2.56001 0.61143
14 H 2.02489 -1.35812 0.27119
15 H 0.39814 0.31354 0.44562



Most stable = B



A:
Here is 2 unconnected molecules or ions with the total composition C3H10NO from the Open Molecules 2025 dataset. Energies are from ωB97M-V with the def2-TZVPD basis set.

Properties
- Total charge: +1
- Highest occupied orbital energy: -16.124 eV
- Frontier orbital gap: 5.99 eV

Positions of all 15 atoms, in Å:
1 O -0.99917 0.40580 -1.17390
2 C -1.87161 0.56210 -0.02427
3 C -0.96619 0.52212 1.19271
4 N -0.00470 -0.58658 0.88733
5 C 3.21966 -0.73721 -0.81181
6 H -0.32408 -0.16014 -0.79405
7 H -2.49357 1.50986 -0.01400
8 H -2.49124 -0.35344 -0.03546
9 H -1.51452 0.53086 2.15700
10 H -0.39310 1.47758 1.25135
11 H 0.03781 -1.32934 1.58548
12 H 3.93669 -0.01679 -0.39133
13 H 2.55481 -1.21056 0.01778
14 H 3.82720 -1.47469 -1.22205
15 H 2.59510 -0.19583 -1.51460



B:
Here is 2 unconnected molecules or ions with the total composition C3H10NO from the Open Molecules 2025 dataset. Energies are from ωB97M-V with the def2-TZVPD basis set.

Properties
- Total charge: +1
- Highest occupied orbital energy: -13.212 eV
- Frontier orbital gap: 4.58 eV

Positions of all 15 atoms, in Å:
1 C 2.84409 0.36965 0.29879
2 C -1.16992 0.02734 -0.81223
3 C -2.21206 -0.38494 0.06104
4 O -3.38195 0.54760 0.04374
5 N 1.88274 -0.68152 0.54054
6 H 3.85099 -0.04696 0.37097
7 H 2.69615 0.75329 -0.70800
8 H -1.02491 1.09897 -0.94231
9 H -0.91889 -0.54548 -1.70614
10 H -2.66604 -1.33445 -0.26751
11 H -2.27676 -0.46894 1.15892
12 H -3.16950 1.24305 -0.58324
13 H 2.76357 1.19499 1.01351
14 H 0.98946 -0.67142 0.07565
15 H 1.79301 -1.10120 1.45628



Most stable = B



A:
Here is 2 unconnected molecules or ions with the total composition C3H10NO from the Open Molecules 2025 dataset. Energies are from ωB97M-V with the def2-TZVPD basis set.

Properties
- Total charge: +1
- Highest occupied orbital energy: -13.713 eV
- Frontier orbital gap: 10.09 eV

Positions of all 15 atoms, in Å:
1 C 0.57764 -2.40917 -0.35343
2 N 0.74712 -1.65008 0.90161
3 H 1.39649 -3.08044 -0.60655
4 H -0.40078 -2.87824 -0.44285
5 H 0.52594 -1.73920 -1.20208
6 H 0.95915 -0.65021 0.76113
7 H 1.52630 -1.95226 1.49445
8 H -0.03596 -1.64315 1.55690
9 O 0.41352 1.62781 0.96697
10 C -0.39394 2.37622 0.47040
11 C -0.95352 2.22709 -0.88937
12 H -0.91598 3.17269 1.03867
13 H -1.99935 1.90140 -0.82263
14 H -0.42590 1.49000 -1.50126
15 H -1.02071 3.20753 -1.37195



B:
Here is 2 unconnected molecules or ions with the total composition C3H10NO from the Open Molecules 2025 dataset. Energies are from ωB97M-V with the def2-TZVPD basis set.

Properties
- Total charge: +1
- Highest occupied orbital energy: -13.202 eV
- Frontier orbital gap: 9.49 eV

Positions of all 15 atoms, in Å:
1 C 0.64196 -2.24880 0.20243
2 N 0.93638 -0.90756 0.65170
3 H 1.59856 -2.84874 -0.33557
4 H -0.11174 -2.27301 -0.56299
5 H 0.20434 -2.88416 1.01356
6 H 1.68319 -0.99149 1.30214
7 H 1.20613 -0.10535 -0.05252
8 H -0.00259 -0.46770 1.12810
9 C -0.44646 1.83205 0.79216
10 C -0.94843 1.41023 -0.39528
11 O -0.37510 0.54141 -1.34944
12 H 0.53953 2.25280 1.02713
13 H -1.17369 1.81477 1.70497
14 H -2.04349 1.61520 -0.70390
15 H -0.93650 -0.05153 -1.88316



Most stable = A



A:
Here is 2 unconnected molecules or ions with the total composition C3H10NO from the Open Molecules 2025 dataset. Energies are from ωB97M-V with the def2-TZVPD basis set.

Properties
- Total charge: +1
- Highest occupied orbital energy: -13.614 eV
- Frontier orbital gap: 9.40 eV

Positions of all 15 atoms, in Å:
1 C -1.83925 0.18039 1.48698
2 C -1.50381 0.14068 0.00420
3 C -0.64869 1.01007 -0.53312
4 N 0.39999 0.47475 -1.35835
5 H -1.33053 1.09223 1.89779
6 H -1.54138 -0.75311 2.01802
7 H -2.96639 0.10984 1.68081
8 H -1.98354 -0.64334 -0.62019
9 H -0.72781 2.10130 -0.60560
10 H 0.99463 -0.13729 -0.78937
11 H 1.07871 1.08765 -1.87422
12 H -0.07308 -0.18478 -2.09476
13 H 2.69254 -1.60563 1.22006
14 H 3.57534 -1.18638 0.12645
15 O 2.67901 -1.39882 0.35014



B:
Here is 2 unconnected molecules or ions with the total composition C3H10NO from the Open Molecules 2025 dataset. Energies are from ωB97M-V with the def2-TZVPD basis set.

Properties
- Total charge: +1
- Highest occupied orbital energy: -12.197 eV
- Frontier orbital gap: 4.21 eV

Positions of all 15 atoms, in Å:
1 C -0.59942 -0.50405 0.74753
2 O 0.25209 0.43954 0.08097
3 C -2.02742 -0.18546 0.54887
4 C -2.59407 -0.22812 -0.74487
5 N 4.10017 0.21668 -0.37360
6 H -0.35096 -0.51327 1.80532
7 H -0.34374 -1.36158 0.11617
8 H -0.16719 1.30994 0.08371
9 H -2.62724 -0.23123 1.45220
10 H -1.97469 -0.80434 -1.43975
11 H -3.65373 -0.33896 -0.97595
12 H -2.40672 0.79732 -1.13339
13 H 3.48440 0.10941 -1.16290
14 H 5.00998 0.55244 -0.65448
15 H 3.71016 0.90164 0.25936



Most stable = A



A:
Here is a molecular structure, C35H37F3GeN4O5OsS from the Open Molecules 2025 dataset. Energies are from ωB97M-V with the def2-TZVPD basis set.

Properties
- Total charge: +1
- Highest occupied orbital energy (spin up / spin down): -10.423 / -10.467 eV
- Frontier orbital gap (spin up / spin down): 6.63 / 6.16 eV
- Spin multiplicity: 2

Positions of all 87 atoms, in Å:
1 Os -1.38306 1.34649 0.24624
2 N 5.99688 -0.44535 3.86811
3 C 4.74332 -0.01686 3.54510
4 C 3.62531 -0.52456 4.22947
5 C 2.35582 -0.10680 3.90175
6 C 2.18031 0.81945 2.87437
7 C 3.27497 1.33143 2.18508
8 C 4.54548 0.91721 2.51563
9 S 0.60221 1.46033 2.58426
10 O 0.67381 2.38947 1.46038
11 O 0.02897 1.85978 3.82538
12 N -0.32834 0.32407 1.76790
13 C -1.35339 -0.41389 2.25846
14 N -2.31259 -0.50482 1.29940
15 C -3.42278 -1.17019 1.64370
16 C -3.54553 -1.75638 2.88354
17 C -2.47045 -1.63035 3.76383
18 N -1.36236 -0.96296 3.46333
19 H 6.14544 -1.03097 4.66704
20 H 6.80187 -0.00704 3.46313
21 H 3.76831 -1.24908 5.02383
22 H 1.49683 -0.48389 4.44910
23 H 3.12967 2.06373 1.40025
24 H 5.40001 1.31737 1.98020
25 H -4.20750 -1.24324 0.90061
26 H -4.43578 -2.30260 3.15662
27 H -2.50327 -2.08693 4.74721
28 C 3.09247 -3.09628 1.90449
29 C 3.67333 -2.19939 1.02634
30 C 2.88387 -1.36079 0.24734
31 C 1.49662 -1.40372 0.33706
32 C 0.92454 -2.31414 1.23580
33 C 1.70508 -3.15449 2.00887
34 Ge 0.42587 -0.35481 -0.92212
35 C -0.42710 -1.69568 -2.06241
36 C -0.69250 -2.97944 -1.59044
37 C -1.24508 -3.94745 -2.42196
38 C -1.52897 -3.65133 -3.74682
39 C -1.24831 -2.38184 -4.24017
40 C -0.70784 -1.41945 -3.40163
41 C 1.71962 0.67828 -1.94879
42 C 2.19228 0.17830 -3.16218
43 C 3.25470 0.79129 -3.81693
44 C 3.86349 1.90704 -3.26158
45 C 3.40756 2.40807 -2.04747
46 C 2.34507 1.79742 -1.39867
47 H 3.71243 -3.74850 2.50762
48 H 4.75212 -2.14719 0.93685
49 H 3.37282 -0.68398 -0.44519
50 H -0.15310 -2.38877 1.33425
51 H 1.23545 -3.85838 2.68815
52 H -0.46554 -3.24595 -0.56552
53 H -1.43898 -4.93911 -2.03231
54 H -1.95165 -4.40634 -4.39764
55 H -1.44802 -2.14399 -5.27839
56 H -0.48743 -0.43985 -3.80290
57 H 1.75323 -0.71045 -3.60228
58 H 3.60747 0.39127 -4.75981
59 H 4.69117 2.38519 -3.77127
60 H 3.87702 3.28035 -1.60853
61 H 1.99256 2.20772 -0.46189
62 C -1.52887 1.96057 -3.71604
63 C -2.65703 1.38240 -2.88833
64 O -2.21697 0.60049 -1.70081
65 C -3.15562 -0.53707 -1.59245
66 C -4.61398 -0.16097 -1.41562
67 H -1.26813 1.30333 -4.54275
68 H -0.62794 2.13332 -3.13959
69 H -1.84040 2.91856 -4.13323
70 H -3.20313 0.66213 -3.49290
71 H -3.35746 2.12845 -2.53222
72 H -2.77278 -1.15980 -0.80100
73 H -3.02393 -1.09201 -2.51698
74 H -4.77369 0.56296 -0.61881
75 H -5.16919 -1.07413 -1.18197
76 H -5.04782 0.24086 -2.33056
77 C -4.27259 3.28548 2.08316
78 C -3.17012 2.54179 1.44608
79 O -2.08351 2.23666 2.02124
80 O -3.22911 2.11922 0.22335
81 H -3.89186 3.83246 2.94199
82 H -5.03281 2.57617 2.41833
83 H -4.72862 3.95963 1.35954
84 F -0.88731 4.18357 0.21642
85 C -1.04737 3.22512 -0.72251
86 F 0.04655 3.28158 -1.49022
87 F -2.07474 3.64219 -1.47789



B:
Here is a molecular structure, C35H37F3GeN4O5OsS from the Open Molecules 2025 dataset. Energies are from ωB97M-V with the def2-TZVPD basis set.

Properties
- Total charge: +1
- Highest occupied orbital energy (spin up / spin down): -10.816 / -10.826 eV
- Frontier orbital gap (spin up / spin down): 8.59 / 7.74 eV
- Spin multiplicity: 2

Positions of all 87 atoms, in Å:
1 Os -0.76549 -0.62896 -2.20689
2 N -5.08398 2.40666 3.92487
3 C -4.02101 2.23447 3.09051
4 C -3.90235 1.05991 2.32501
5 C -2.85113 0.89735 1.45422
6 C -1.90338 1.91322 1.33208
7 C -1.99882 3.08248 2.07967
8 C -3.05100 3.23930 2.95423
9 S -0.54072 1.68549 0.29588
10 O 0.19454 2.89691 0.14200
11 O 0.23622 0.53085 0.85161
12 N -1.07786 1.04141 -1.06461
13 C -1.94556 1.67332 -1.92625
14 N -2.07379 0.83000 -2.97872
15 C -2.86502 1.20961 -3.97248
16 C -3.53425 2.42020 -3.90144
17 C -3.33638 3.19695 -2.77129
18 N -2.53679 2.83136 -1.76517
19 H -5.68240 1.62978 4.13817
20 H -5.08596 3.16852 4.57840
21 H -4.65121 0.28359 2.42062
22 H -2.75954 -0.01159 0.86945
23 H -1.25199 3.85677 1.96532
24 H -3.13865 4.14872 3.53495
25 H -2.95402 0.54708 -4.82288
26 H -4.18128 2.74603 -4.70083
27 H -3.83220 4.15349 -2.66099
28 C 2.39963 4.10615 4.60944
29 C 2.22655 2.82896 5.12055
30 C 2.07909 1.75325 4.25610
31 C 2.10326 1.94452 2.87354
32 C 2.28221 3.23542 2.37045
33 C 2.42640 4.30827 3.23490
34 Ge 1.94440 0.38678 1.74603
35 C 3.19911 0.21323 0.30895
36 C 3.17696 -0.93341 -0.48787
37 C 4.06336 -1.06446 -1.54375
38 C 4.97725 -0.05329 -1.81164
39 C 5.01219 1.08332 -1.01888
40 C 4.13005 1.21567 0.04353
41 C 1.49500 -1.21444 2.71581
42 C 0.30937 -1.25797 3.45226
43 C -0.01698 -2.38619 4.18792
44 C 0.83879 -3.48129 4.19441
45 C 2.02004 -3.44687 3.46781
46 C 2.34915 -2.31476 2.73214
47 H 2.51753 4.94612 5.28149
48 H 2.21045 2.66810 6.19040
49 H 1.95009 0.75836 4.66683
50 H 2.28982 3.41127 1.30248
51 H 2.56348 5.30457 2.83548
52 H 2.44708 -1.71023 -0.30207
53 H 4.04059 -1.95161 -2.16375
54 H 5.66567 -0.15295 -2.64067
55 H 5.72757 1.86793 -1.22664
56 H 4.17320 2.10383 0.66235
57 H -0.36455 -0.40685 3.45274
58 H -0.93515 -2.41218 4.76078
59 H 0.58586 -4.36118 4.77149
60 H 2.68845 -4.29777 3.47682
61 H 3.27576 -2.29291 2.17015
62 C -0.96583 -1.40470 -5.84166
63 C -1.58032 -2.21560 -4.72541
64 O -0.74686 -2.23893 -3.54119
65 C 0.30031 -3.25302 -3.56768
66 C -0.23570 -4.58649 -3.10864
67 H -1.63836 -1.41462 -6.70090
68 H -0.01043 -1.81918 -6.16140
69 H -0.79588 -0.37276 -5.53834
70 H -1.74694 -3.25161 -5.02224
71 H -2.53595 -1.80910 -4.39464
72 H 1.08628 -2.88326 -2.91788
73 H 0.68557 -3.29056 -4.58685
74 H -0.60379 -4.52140 -2.08592
75 H 0.56671 -5.32454 -3.13723
76 H -1.04277 -4.94653 -3.74719
77 C -0.90973 -3.32746 0.77455
78 C -0.88480 -2.32600 -0.32813
79 O -1.94313 -1.76349 -0.75030
80 O 0.20454 -2.01572 -0.91069
81 H -1.77321 -3.15938 1.41309
82 H 0.01116 -3.28342 1.35150
83 H -0.99449 -4.32424 0.33630
84 F 0.39542 1.29008 -4.14764
85 C 0.75665 0.33929 -3.23064
86 F 1.58803 0.98412 -2.37313
87 F 1.55582 -0.52172 -3.93271



Most stable = B



A:
Here is a single C4H8OS2 molecule from the Open Molecules 2025 dataset. Energies are from ωB97M-V with the def2-TZVPD basis set.

Properties
- Total charge: 0
- SMILES string: CSSCCC=O
- Highest occupied orbital energy: -8.873 eV
- Frontier orbital gap: 9.59 eV

Positions of all 15 atoms, in Å:
1 C 3.14714 0.10389 -0.57291
2 S 1.62588 -0.90093 -0.46032
3 S 0.47548 -0.31247 1.00335
4 C -0.46612 1.25384 0.46897
5 C -1.54777 0.91859 -0.51824
6 C -2.71002 0.12511 0.05175
7 O -3.71120 -0.00128 -0.60872
8 H 3.55870 -0.27231 -1.50527
9 H 3.79399 -0.08930 0.27493
10 H 2.90767 1.16488 -0.57673
11 H -0.85779 1.56903 1.43679
12 H 0.30567 1.95401 0.16495
13 H -1.14081 0.27667 -1.31755
14 H -1.91147 1.75219 -1.12128
15 H -2.64966 -0.34112 1.05196



B:
Here is 2 unconnected molecules or ions with the total composition C4H8OS2 from the Open Molecules 2025 dataset. Energies are from ωB97M-V with the def2-TZVPD basis set.

Properties
- Total charge: 0
- SMILES string: C=C=C.CSSO
- Highest occupied orbital energy: -9.005 eV
- Frontier orbital gap: 9.51 eV

Positions of all 15 atoms, in Å:
1 C -1.32577 1.63123 -0.90217
2 C -1.73723 0.95504 0.11630
3 C -1.99457 0.11577 1.04666
4 H -0.32729 1.57999 -1.31930
5 H -1.89519 2.52463 -1.35951
6 H -1.95267 0.55095 2.13683
7 H -2.36482 -0.94608 0.97674
8 C 0.76442 -1.62594 -0.95930
9 S 1.84562 -0.25009 -1.10397
10 S 1.62118 0.85258 0.56004
11 O 2.50855 0.00696 1.76878
12 H 0.02187 -1.51210 -0.11308
13 H 1.31122 -2.56485 -0.77451
14 H 0.05222 -1.73838 -1.81171
15 H 3.47246 0.42029 1.73820



Most stable = A